{"formula": "C5H14", "method": "the ωB97M-V functional and the def2-TZVPD basis", "lumo_ev": 1.06, "charge": 0, "relative_energy_ev": 2.353, "fmax_ev_per_a": 5.8, "e_homo_ev": -10.795, "smiles": "CCC.CC", "orbital_gap_ha": 0.4357, "elements": ["C", "C", "C", "H", "H", "H", "H", "H", "H", "H", "H", "C", "C", "H", "H", "H", "H", "H", "H"], "positions_angstrom": [[-2.002158, 1.070189, 0.577229], [-1.515246, -0.372994, 0.740114], [-1.266105, -0.757337, 2.195489], [-1.790429, 1.511051, -0.537691], [-1.322045, 1.761823, 1.195148], [-2.987187, 1.390182, 0.781252], [-2.596851, -0.883769, 0.429085], [-0.492873, -0.678125, 0.293554], [-1.990947, -1.532214, 2.576226], [-0.204910, -1.333085, 2.437078], [-1.135786, 0.154622, 2.822615], [2.029581, -0.253519, -0.960459], [2.287499, 0.027070, -2.410524], [0.947506, -0.301508, -0.865730], [2.683450, -1.040719, -0.370070], [2.226875, 0.685170, -0.331745], [3.364134, 0.023404, -2.640349], [1.959433, 1.078202, -2.743476], [1.806060, -0.548442, -3.187746]], "forces_ev_per_a": [[4.52, 2.87, -2.24], [-2.33, -1.31, -0.18], [2.09, -1.70, 2.04], [-0.55, -1.32, 2.39], [-0.91, -0.78, -0.67], [-1.29, -0.56, 0.51], [3.47, 0.05, 0.05], [-2.49, 0.75, -0.56], [0.44, 1.33, -0.02], [-2.40, 1.38, -1.16], [-0.68, -0.74, -0.08], [0.65, 1.02, 2.37], [1.20, 2.14, -1.54], [0.05, -0.94, 0.48], [-1.72, 1.05, -1.72], [0.06, -1.01, -1.00], [-0.24, -0.11, 0.01], [0.37, -1.20, 0.98], [-0.23, -0.93, 0.32]]}